The following is a quantum chemistry calculation of an isolated ion of composition C9H17N2 and charge +1 at a distorted geometry, from the Open Molecules 2025 dataset.

Last column: Mulliken charge in e.
Element x y z (Å)
N: -1.3599 0.4942 0.2016  0.049
N: 0.5468 2.2583 0.2357  -0.503
C: -0.7822 -0.1431 -1.0663  0.509
C: 0.6338 0.4031 -1.3171  -1.639
C: -0.7031 -1.6421 -0.6863  -1.199
C: 1.2156 1.0097 -0.0508  0.373
C: -0.3529 -1.5685 0.7356  -0.268
C: -0.7155 -0.3695 1.2023  -0.453
C: -2.8245 0.5238 0.2337  -0.814
C: 2.0970 0.3461 0.7405  -0.420
C: 2.5745 -0.9960 0.3695  -0.783
H: -0.4803 0.1493 2.1434  0.455
H: -1.5872 -2.2015 -0.8354  0.449
H: 3.6835 -1.0986 0.2206  0.396
H: -3.2228 1.2564 -0.5592  0.325
H: 2.2301 -1.1981 -0.7099  0.006
H: 0.5213 2.8731 -0.6531  0.305
H: -0.8771 1.5583 0.2778  0.552
H: 0.6209 2.8295 1.0809  0.243
H: 2.1785 -1.7377 1.1461  0.220
H: -1.5036 -0.0507 -1.9118  0.451
H: -3.0425 -0.4302 -0.2121  0.306
H: 0.5563 1.0971 -2.1042  0.385
H: -0.1034 -2.2644 1.5639  0.487
H: 1.2612 -0.3810 -1.8611  0.424
H: -3.1303 0.8493 1.3000  0.323
H: 2.4707 0.6042 1.7235  0.426
H: 0.0952 -2.1708 -1.2079  0.395

Calculated values
Relative energy (zero: lowest compared OMol25 entry of this formula, charge and spin) in kJ/mol: 318.62
SMILES: C/C=C(/N)C[C@H]1CC=C[N@@H+]1C
Highest occupied orbital energy in eV: -12.01
Charge: +1
LUMO in eV: -2.590
Strongest force on any atom in eV Å⁻¹: 3.854
Gap between HOMO and LUMO in eV: 9.42
Calculated total energy in a.u.: -462.3018



The following is a quantum chemistry calculation of an isolated ion of composition C9H17N2O7P2 and charge +1 at a distorted geometry, from the Open Molecules 2025 dataset.

Last column: Mulliken charge in e.
Element x y z (Å)
P: 3.6245 0.8436 1.9347  0.793
P: 3.1993 -0.3290 -0.3302  0.846
O: 3.2970 1.9377 2.9959  -0.539
O: 1.8598 2.0363 0.1819  -0.612
O: 3.7726 -0.4871 2.8054  -0.476
O: 4.4877 0.2837 -1.0412  -0.561
O: 2.3153 -0.7522 -1.6004  -0.517
O: 4.9164 1.1742 1.2833  -0.762
O: 3.5712 -1.5589 0.3830  -0.802
N: -0.1249 -0.0285 0.5659  0.349
N: -3.8887 -0.4848 -1.2573  0.040
C: -2.7269 -0.3570 -0.6445  1.638
C: -4.8321 0.6454 -1.3134  -1.027
C: 1.1031 0.0004 1.4011  -1.810
C: -1.6719 -1.3828 -0.7609  -0.763
C: -4.3197 -1.7153 -1.9456  -1.013
C: 2.3172 0.7438 0.7149  1.194
C: -2.2913 0.8977 -0.0075  -0.768
C: -0.4518 -1.1792 -0.1912  -0.323
C: -1.0374 1.0517 0.5950  -0.419
H: 3.9351 -1.1471 2.1062  0.447
H: -5.5916 0.5859 -0.5195  0.344
H: -5.3050 0.7120 -2.3098  0.387
H: 0.2920 -1.9663 -0.3231  0.364
H: 4.9962 0.6423 -0.2381  0.476
H: 1.3048 -1.0240 1.7093  0.594
H: 0.8398 0.4899 2.3687  0.420
H: -4.3146 1.5956 -1.2170  0.322
H: -2.9544 1.7563 0.0322  0.209
H: -5.2308 -1.5038 -2.5199  0.330
H: 4.0882 1.9599 3.5407  0.355
H: 2.5727 2.5598 -0.2520  0.411
H: -0.7923 2.0379 1.0345  0.411
H: -4.5631 -2.4934 -1.2285  0.339
H: -3.5222 -1.9760 -2.6407  0.387
H: 3.0006 -1.2260 -2.1152  0.340
H: -1.8750 -2.3427 -1.1967  0.397

Calculated values
Relative energy (zero: lowest compared OMol25 entry of this formula, charge and spin) in kJ/mol: 2.74
Highest occupied orbital energy in eV: -12.64
Charge: +1
LUMO in eV: -3.554
Strongest force on any atom in eV Å⁻¹: 5.679
Gap between HOMO and LUMO in eV: 9.09
Calculated total energy in a.u.: -1671.9885



The following is a quantum chemistry calculation of an isolated ion of composition C9H17N2S and charge +1 at a distorted geometry, from the Open Molecules 2025 dataset.

Last column: Mulliken charge in e.
Element x y z (Å)
S: 2.7366 -1.0851 0.2056  -0.208
N: -1.0007 0.8819 0.7614  0.065
N: -0.5340 -0.8250 2.5659  -0.557
C: -0.1383 0.1254 -0.3333  0.128
C: -0.5737 0.7493 -1.7026  -1.956
C: -0.1455 -1.3885 -0.2687  0.821
C: 0.2240 1.6547 2.4070  -0.409
C: -0.5144 3.3726 0.4617  -0.900
C: -0.4763 2.2501 1.1428  0.210
C: -0.4599 0.3373 2.1681  0.380
C: 1.0234 -1.9374 0.5816  -0.861
C: -0.1026 -2.0575 -1.6081  -2.038
H: -0.6719 1.7401 -1.6957  0.518
H: 3.2209 -1.2841 1.4081  0.157
H: -0.1694 -1.0752 3.4287  0.246
H: 0.0167 -3.0360 -1.5588  0.510
H: 1.2511 -2.9178 0.3274  0.554
H: -0.8398 -1.7400 -2.2546  0.466
H: -1.9716 0.8433 0.3688  0.452
H: -1.1364 3.5935 -0.4633  0.294
H: 1.3420 1.7755 2.3067  0.290
H: 0.7685 -1.5682 -2.1016  0.417
H: 0.8474 0.5765 0.0284  0.240
H: -1.1113 -1.7559 0.2572  0.235
H: 0.1224 0.4262 -2.4796  0.415
H: -1.5886 0.5399 -1.9488  0.504
H: -0.0804 2.1446 3.2969  0.385
H: 0.0279 4.0631 1.0241  0.307
H: 0.9492 -1.9151 1.6608  0.334

Calculated values
Relative energy (zero: lowest compared OMol25 entry of this formula, charge and spin) in kJ/mol: 301.43
SMILES: [H]/N=C1\CC(=C)[N@H+]1[C@H](C)[C@@H](C)CS
Highest occupied orbital energy in eV: -12.30
Charge: +1
LUMO in eV: -3.444
Strongest force on any atom in eV Å⁻¹: 5.785
Gap between HOMO and LUMO in eV: 8.85
Calculated total energy in a.u.: -860.4419



The following is a quantum chemistry calculation of an isolated ion of composition C9H17N3 and charge +2 at a distorted geometry, from the Open Molecules 2025 dataset.

Last column: Mulliken charge in e.
Element x y z (Å)
N: 0.4554 -1.9520 0.1312  -0.085
N: 2.2003 -0.3126 0.2893  0.039
N: 1.4610 1.4858 -1.3067  -0.266
C: -2.1169 -1.6843 -0.3252  -0.516
C: -0.7688 0.1060 -0.0535  -0.883
C: 3.6068 -0.0707 0.6616  -0.898
C: -2.8506 -0.3717 -0.6100  -0.756
C: 1.4003 0.8728 0.0378  -0.682
C: -2.0089 0.8604 -0.1318  0.433
C: -2.2857 1.4834 1.2639  -1.241
C: 1.6970 -1.5439 0.3615  0.244
C: -0.6876 -1.2222 -0.1015  0.634
H: 2.4675 -2.3302 0.4227  0.331
H: 0.6861 2.1059 -1.3370  0.344
H: 3.6187 0.3691 1.6366  0.394
H: -1.5241 2.3872 1.5121  0.263
H: 1.2456 0.8575 -2.1393  0.436
H: 2.2501 2.0194 -1.7703  0.383
H: -2.7721 -2.1682 0.4638  0.289
H: 1.4390 1.6687 0.9040  0.373
H: -1.9865 1.4901 -1.0818  0.366
H: 3.9575 -1.0106 0.7941  0.363
H: 0.3121 -2.9580 0.2610  0.307
H: -2.9221 -0.1609 -1.8047  0.281
H: 4.2918 0.4352 -0.0830  0.296
H: -3.3154 1.8437 1.4549  0.386
H: -3.8521 -0.3780 -0.2004  0.414
H: -1.9908 0.6549 1.9282  0.395
H: -2.0075 -2.4769 -1.1775  0.356

Calculated values
Relative energy (zero: lowest compared OMol25 entry of this formula, charge and spin) in kJ/mol: 337.37
Highest occupied orbital energy in eV: -16.65
Charge: +2
LUMO in eV: -7.714
Strongest force on any atom in eV Å⁻¹: 4.659
Gap between HOMO and LUMO in eV: 8.93
Calculated total energy in a.u.: -516.6153



The following is a quantum chemistry calculation of C9H17NO4S as an isolated structure at a distorted geometry, from the Open Molecules 2025 dataset.

Last column: Mulliken charge in e.
Element x y z (Å)
S: -3.0713 -0.2000 0.2452  1.315
O: -0.0139 -0.1702 -0.3559  -0.321
O: -4.4845 0.2146 0.1513  -0.708
O: 1.6632 0.6751 -1.6984  -0.758
O: -3.0007 -1.6772 0.4849  -0.691
N: 1.9714 -1.2597 -0.2134  0.052
C: -2.1006 0.6302 1.3851  -0.880
C: 1.2149 -0.2893 -0.6077  0.467
C: 4.2187 0.3937 1.2757  0.327
C: -0.8467 0.7121 -0.7832  -0.061
C: 4.5314 1.4919 0.3809  -1.300
C: 3.4681 -1.4984 -0.6593  -1.062
C: -1.3981 1.6118 0.4522  -0.785
C: 4.4389 -0.9200 0.7098  -0.827
C: -2.1604 0.2256 -1.2847  -0.699
H: -0.3997 2.2477 0.7867  0.317
H: 3.0494 0.6972 1.5076  -0.098
H: -2.8761 1.3334 1.8716  0.339
H: -2.0376 2.4868 0.0750  0.381
H: -1.6106 0.2424 2.0763  0.637
H: 5.3869 -1.1774 0.4515  0.472
H: 3.8311 1.6200 -0.6168  0.155
H: 1.5232 -1.7069 0.6023  0.266
H: 4.4011 2.4412 0.6499  0.509
H: 4.0434 -1.9179 1.5172  0.218
H: -0.3784 1.4529 -1.4970  0.383
H: 4.5667 0.4704 2.3100  0.382
H: 3.7237 -2.3239 -0.8446  0.790
H: 3.6913 -0.4678 -1.5611  0.246
H: -1.8305 -1.1076 -1.8716  0.308
H: 5.5344 1.2898 0.0259  0.294
H: -2.8038 0.7360 -2.0706  0.333

Calculated values
Relative energy (zero: lowest compared OMol25 entry of this formula, charge and spin) in kJ/mol: 1110.61
Highest occupied orbital energy in eV: -9.20
Charge: 0
LUMO in eV: 0.339
Strongest force on any atom in eV Å⁻¹: 19.926
Gap between HOMO and LUMO in eV: 9.54
Calculated total energy in a.u.: -1106.6363



The following is a quantum chemistry calculation of one molecule with the formula C9H17NOS at a distorted geometry, from the Open Molecules 2025 dataset.

Last column: Mulliken charge in e.
Element x y z (Å)
S: 2.0987 0.1397 -0.0227  0.971
O: 2.4060 0.9541 -1.1722  -0.763
N: 0.3317 -0.4679 -0.2527  -0.160
C: -0.8739 1.1704 1.1121  -0.804
C: -0.4486 -0.2973 0.9522  -0.085
C: -0.6069 -0.2643 -1.3188  0.045
C: 2.7720 0.7375 1.3734  -0.971
C: -1.6311 -1.2363 0.6741  -0.919
C: 2.8094 -1.5035 -0.2951  -1.017
C: -1.7397 -1.2180 -0.8652  -0.882
C: -1.7393 1.6020 -0.0710  -0.655
C: -1.0876 1.1894 -1.3918  -1.022
H: -1.8862 2.6841 -0.0535  0.432
H: -1.7970 1.3062 -2.2130  0.402
H: -1.4089 1.3144 2.0518  0.421
H: 2.5429 -2.1418 0.5359  0.317
H: 0.1398 -0.6121 1.8202  0.490
H: -1.3922 -2.2371 1.0324  0.332
H: 0.0338 1.7779 1.1394  0.266
H: 2.3906 -1.8826 -1.2190  0.357
H: 2.6353 1.8025 1.4631  0.381
H: 3.8844 -1.3906 -0.3751  0.364
H: -2.7120 -0.8709 -1.2082  0.385
H: -0.1623 -0.5671 -2.2703  0.484
H: -2.5398 -0.9045 1.1729  0.354
H: -0.2173 1.8172 -1.5934  0.386
H: -1.5692 -2.2156 -1.2696  0.319
H: -2.7232 1.1377 0.0160  0.228
H: 2.4904 0.1766 2.2480  0.346

Calculated values
Relative energy (zero: lowest compared OMol25 entry of this formula, charge and spin) in kJ/mol: 311.81
SMILES: C=[S@](C)(=O)N1[C@@H]2CCC[C@H]1CC2
Highest occupied orbital energy in eV: -8.27
Charge: 0
LUMO in eV: 0.741
Strongest force on any atom in eV Å⁻¹: 3.171
Gap between HOMO and LUMO in eV: 9.01
Calculated total energy in a.u.: -881.1988



The following is a quantum chemistry calculation of one molecule with the formula C9H17NS at a distorted geometry, from the Open Molecules 2025 dataset.

Last column: Mulliken charge in e.
Element x y z (Å)
S: 3.2665 -0.4178 0.3222  -0.189
N: 0.7683 0.7422 -0.1845  -0.085
C: -2.6316 -0.4000 -0.6072  -1.965
C: 2.0188 0.8573 0.0081  0.602
C: -0.2017 -0.0181 -0.5658  -0.429
C: 2.6156 2.2306 -0.0266  -1.152
C: 0.0709 -1.0076 -1.6897  -1.448
C: -1.4672 0.0868 0.2350  2.725
C: -1.3277 -0.9676 1.3017  -1.335
C: -1.7797 1.4692 0.8280  -1.809
C: 2.8515 -1.9804 0.3366  -0.767
H: 2.8610 2.3651 -1.0983  0.268
H: -1.1187 1.7050 1.5740  0.563
H: -1.9707 -1.9217 1.1511  0.277
H: -0.7555 -1.1301 -2.3852  0.491
H: 2.8636 -2.4681 1.3466  0.241
H: -2.7937 0.2491 -1.5173  0.381
H: -0.2323 -1.1546 1.4369  0.293
H: 0.8671 -0.4883 -2.3847  0.331
H: -2.5449 -1.4927 -0.9156  0.413
H: 1.9800 3.0356 0.3953  0.321
H: 3.6178 2.2942 0.5989  0.312
H: -1.6577 -0.4209 2.2556  0.348
H: -1.9114 2.4338 0.1618  0.265
H: -2.7673 1.3914 1.4274  0.389
H: 0.3643 -2.0263 -1.4123  0.226
H: 2.6288 -2.6693 -0.4723  0.331
H: -3.6141 -0.2968 -0.1197  0.400

Calculated values
Relative energy (zero: lowest compared OMol25 entry of this formula, charge and spin) in kJ/mol: 420.51
Highest occupied orbital energy (spin up / spin down) in eV: -6.56 / -6.56
Charge: 0
LUMO (spin up / spin down) in eV: -0.114 / -0.115
Strongest force on any atom in eV Å⁻¹: 3.557
Gap between HOMO and LUMO (spin up / spin down) in eV: 6.45 / 6.45
Calculated total energy in a.u.: -805.8990



The following is a quantum chemistry calculation of an isolated ion of composition C9H17O2Si and charge -1 at a distorted geometry, from the Open Molecules 2025 dataset.

Last column: Mulliken charge in e.
Element x y z (Å)
Si: 0.5935 1.2743 -0.4830  0.292
O: -3.3954 -0.8467 -0.0548  -0.732
O: -2.6927 -2.9530 -0.2965  -0.747
C: 1.1824 2.1232 -2.1061  -1.132
C: -0.8564 -0.9662 1.4552  -0.833
C: -2.5602 -1.7432 -0.1386  0.392
C: -0.9942 -1.2402 0.0190  2.139
C: -0.0413 -2.2659 -0.5572  -1.942
C: 2.1233 0.3561 0.2106  -1.112
C: 0.2062 2.6810 0.7617  -1.163
C: -0.3233 -1.7553 2.3841  -1.014
C: -0.9377 0.2170 -0.8236  -1.313
H: -1.3268 -0.0435 1.7736  0.422
H: 0.8876 -2.3211 0.0081  0.335
H: -1.0234 -0.0494 -1.8767  0.579
H: 2.9152 1.0480 0.4871  0.380
H: -0.5351 -3.2379 -0.5259  0.461
H: 2.5321 -0.3412 -0.5138  0.310
H: -0.3378 -1.4838 3.4297  0.279
H: 0.1977 -2.0378 -1.5942  0.321
H: 0.3868 2.7135 -2.5506  0.328
H: 2.0254 2.7859 -1.9317  0.295
H: -0.7272 3.1763 0.5150  0.360
H: 0.9857 3.4376 0.7796  0.319
H: 0.1084 2.2816 1.7651  0.336
H: 0.1237 -2.7073 2.1525  0.281
H: -1.8604 0.7194 -0.5397  0.507
H: 1.8519 -0.2105 1.0948  0.353
H: 1.4919 1.3891 -2.8438  0.300

Calculated values
Relative energy (zero: lowest compared OMol25 entry of this formula, charge and spin) in kJ/mol: 0.00
SMILES: C=C[C@](C)(C[Si](C)(C)C)C(=O)[O-]
Highest occupied orbital energy in eV: -4.08
Charge: -1
LUMO in eV: 3.290
Strongest force on any atom in eV Å⁻¹: 2.731
Gap between HOMO and LUMO in eV: 7.37
Calculated total energy in a.u.: -793.1739